(1)
C8H11F3N2OS | ωB97M-V/def2-TZVPD

```
26
Properties=species:S:1:pos:R:3:forces:R:3
C 2.0500 2.2236 0.7344 -1.35 1.84 -0.20
O 1.1505 1.3581 -0.0041 0.71 1.32 1.10
C 1.2712 -0.0012 0.1811 -0.14 -2.73 -0.08
C 1.8618 -0.5773 1.5322 -0.13 0.12 -1.08
N 0.0069 -0.6474 -0.1287 1.48 -0.71 -0.39
C -1.1223 -0.0958 -0.1241 0.29 1.15 0.53
S -1.5687 1.4358 0.6172 -0.75 0.72 -0.61
C -3.3066 1.2488 0.1448 1.53 1.30 2.31
C -3.4310 0.0377 -0.3646 1.41 0.04 -0.43
N -2.2452 -0.6611 -0.6516 -0.83 2.31 1.93
C -2.2478 -1.9485 -1.1396 0.77 -2.70 -3.21
C 2.2687 -0.5213 -0.9668 -1.34 1.10 -1.95
F 2.5590 -1.7987 -1.0054 -0.17 -0.99 0.71
F 1.6509 -0.2700 -2.2043 0.96 0.14 1.42
F 3.4671 0.1130 -0.9785 -0.54 0.31 0.23
H 1.7241 3.3072 0.5589 0.45 -1.49 -0.76
H 3.0805 2.0835 0.3553 -0.47 0.08 0.91
H 1.8026 2.2609 1.8232 0.93 -1.12 -0.52
H 1.2632 -0.2944 2.3972 0.23 0.57 -0.04
H 1.8213 -1.6996 1.5639 0.25 1.11 -0.61
H 2.8984 -0.1935 1.5145 -0.39 -0.43 0.84
H -3.9229 2.0189 0.6758 0.05 -1.30 -1.18
H -4.2825 -0.5038 -0.5568 -2.04 -0.81 -0.60
H -2.2043 -1.8932 -2.3211 0.12 -0.51 2.14
H -1.3536 -2.5427 -0.7602 -1.24 0.84 -0.52
H -3.1913 -2.4392 -0.8928 0.19 -0.16 0.07
```
Forces are in eV/Å.

(2)
C5H21NO7 | ωB97M-V/def2-TZVPD

```
34
Properties=species:S:1:pos:R:3:forces:R:3
N -1.1286 -1.1145 0.6084 -1.70 0.09 -0.99
C -0.3287 -1.9384 -0.2217 4.22 -0.95 4.02
C 1.0049 -1.3303 -0.6444 -0.17 3.78 -0.13
C 0.7637 -0.0388 -1.5801 2.89 1.02 -0.45
C -0.0729 -0.2222 -2.8983 -0.12 -3.38 0.81
C -1.4608 0.2254 -2.5965 -1.09 1.84 -0.21
O -1.6457 1.3628 -2.1868 -0.56 -0.71 -0.01
O -2.4554 -0.6232 -2.8687 -0.14 -1.07 -0.30
H -0.6096 -0.7273 1.3469 0.73 0.63 1.25
H -1.4128 -0.2884 0.1140 -0.43 0.42 -0.32
H -0.7405 -2.3222 -1.0275 -2.87 -1.47 -3.90
H -0.0668 -2.8439 0.4040 -0.27 0.81 -0.88
H 1.7058 -1.9482 -1.2102 -0.15 -0.35 0.52
H 1.4748 -0.7697 0.2484 -0.21 -1.58 -1.07
H 0.4566 0.8611 -1.0004 -0.55 -1.02 -0.28
H 1.8337 0.3841 -1.8265 -1.74 -1.17 -0.02
H -0.1060 -1.3439 -3.1936 0.06 1.61 0.72
H 0.2431 0.2137 -3.8366 0.37 0.81 0.21
H -3.4134 -0.4233 -2.7288 1.42 0.78 0.24
O 0.6902 3.1038 1.3900 2.56 0.33 0.97
H 1.6553 3.3761 1.3373 -1.62 -0.52 0.75
H 0.5541 2.9465 0.4454 -0.76 -0.12 -0.65
O -0.0456 3.2281 -0.9422 0.46 -2.11 -1.76
H -0.5247 4.0058 -0.7647 -1.16 1.34 0.14
H -0.5992 2.5778 -1.4654 0.32 0.89 0.50
O -0.3964 0.8134 2.7158 4.65 0.24 -3.53
H -1.1225 0.8596 3.2441 -3.13 1.41 1.81
H 0.0086 1.5954 2.1585 -1.65 -1.06 1.92
O 0.5115 -2.7620 2.4756 1.50 0.82 -0.04
H 0.3834 -1.8389 2.1589 0.00 -1.12 0.64
H -0.3138 -3.1666 2.6561 -1.36 -0.24 0.13
O 1.8830 -0.5764 2.8653 0.34 2.51 -0.26
H 1.4698 0.0790 3.4652 0.12 -0.24 -0.86
H 1.8046 -1.3545 3.3586 0.04 -2.23 1.02
```
Forces are in eV/Å.

(3)
C5H10O2 | ωB97M-V/def2-TZVPD

```
17
Properties=species:S:1:pos:R:3:forces:R:3
C 2.2930 -0.3904 0.7888 0.24 -0.02 0.01
O 0.9108 -0.2983 0.5385 -0.10 0.10 0.08
C 0.5785 -0.2536 -0.8486 -0.26 0.41 -0.05
C -0.9127 0.0740 -0.9870 0.53 0.12 0.99
C -1.9063 -0.6118 -0.0634 -0.12 -0.11 0.08
C -1.7083 0.8424 0.0734 -0.16 0.43 -0.20
O -1.0624 1.5183 1.0780 0.08 -0.22 0.95
H 2.7111 -1.3238 0.3860 -0.07 0.10 0.02
H 2.4336 -0.3764 1.8729 -0.03 -0.02 -0.19
H 2.8346 0.4583 0.3467 -0.07 -0.11 0.05
H 1.1539 0.5421 -1.3424 0.04 0.00 0.10
H 0.9205 -1.2120 -1.3007 -0.61 0.38 0.05
H -1.2050 0.7474 -1.7530 -0.09 -0.95 -1.93
H -2.8354 -1.0336 -0.4269 -0.01 0.02 0.10
H -1.4268 -1.1347 0.7599 0.05 -0.32 -0.37
H -2.5340 1.4413 -0.3268 0.50 0.00 0.01
H -0.2451 1.0107 1.2046 0.11 0.20 0.29
```
Forces are in eV/Å.

The evaluated lowest unoccupied orbital energy for the records listed, in turn: 0.62, 0.44, 0.93 eV.
The evaluated energy relative to the best compared isomer or geometry (same formula, charge and spin) for the records listed, in turn: 0.000, 2.457, 3.331 eV.